11 unconnected molecules or ions with the total composition C60H53N3O32 in a non-equilibrium geometry. Source: OMol25; level of theory: ωB97M-V/def2-TZVPD.

Its molar mass is 1328.07 u. The energy relative to the best compared isomer or geometry (same formula, charge and spin) comes out at 0.0000 eV. The SMILES is O=C1C=C(O)C(=O)C=C1O.O=C1C=C(O)C(=O)C=C1O.O=C1C=C(O)C(=O)C=C1O.O=C1C=C(O)C(=O)C=C1O.O=C1C=C(O)C(=O)C=C1O.O=C1C=C(O)C(=O)C=C1O.O=C1C=C(O)C(=O)C=C1O.O=C1C=C(O)C(=O)C=C1O.CCCC#N.CCCC#N.CCCC#N. The value obtained for the LUMO energy is -1.86 eV. The calculation puts the HOMO energy at -9.5 eV. As for the HOMO-LUMO gap: 7.621 eV. The total energy comes out at -4889.9955 hartree. Its multiplicity is 1.

Each atom is followed by the atoms it is bonded to, with distances in Å.
CARTESIAN COORDINATES (ANGSTROEM)
1 C -31.857 6.724 -0.965  C2 1.318, C7 1.409, H11 1.079
2 C -30.736 6.041 -0.838  C1 1.318, C3 1.492, O10 1.288
3 C -29.563 6.519 -0.050  C2 1.492, O4 1.237, C5 1.412
4 O -28.581 5.768 -0.111  C3 1.237
5 C -29.621 7.807 0.524  C3 1.412, C6 1.361, H12 1.107
6 C -30.704 8.562 0.191  C5 1.361, C7 1.459, O9 1.297
7 C -31.918 8.015 -0.405  C1 1.409, C6 1.459, O8 1.236
8 O -32.899 8.767 -0.408  C7 1.236
9 O -30.792 9.809 0.535  C6 1.297, H13 0.997
10 O -30.455 4.878 -1.315  C2 1.288, H14 1.022
11 H -32.821 6.431 -1.350  C1 1.079
12 H -28.718 8.124 1.078  C5 1.107
13 H -31.675 10.133 0.203  O9 0.997
14 H -29.476 4.705 -1.081  O10 1.022
15 C -27.058 8.488 -6.257  C16 1.385, C21 1.412, H25 1.090
16 C -26.710 7.476 -5.378  C15 1.385, C17 1.564, O24 1.323
17 C -27.532 6.151 -5.252  C16 1.564, O18 1.221, C19 1.481
18 O -27.179 5.272 -4.481  C17 1.221
19 C -28.812 6.132 -5.999  C17 1.481, C20 1.343, H26 1.086
20 C -29.168 7.201 -6.729  C19 1.343, C21 1.522, O23 1.304
21 C -28.295 8.431 -6.935  C15 1.412, C20 1.522, O22 1.252
22 O -28.741 9.234 -7.785  C21 1.252
23 O -30.270 7.292 -7.421  C20 1.304, H27 1.009
24 O -25.574 7.362 -4.709  C16 1.323, H28 1.013
25 H -26.429 9.315 -6.585  C15 1.090
26 H -29.351 5.193 -5.909  C19 1.086
27 H -30.178 8.178 -7.895  O23 1.009
28 H -25.073 8.239 -4.789  O24 1.013
29 C -25.810 4.532 2.060  C30 1.362, C35 1.410, H39 1.105
30 C -26.362 5.666 2.576  C29 1.362, C31 1.570, O38 1.331
31 C -26.014 7.079 1.986  C30 1.570, O32 1.199, C33 1.425
32 O -26.602 8.027 2.422  C31 1.199
33 C -24.987 7.093 0.998  C31 1.425, C34 1.354, H40 1.076
34 C -24.544 5.945 0.431  C33 1.354, C35 1.520, O37 1.291
35 C -24.911 4.575 0.975  C29 1.410, C34 1.520, O36 1.234
36 O -24.447 3.598 0.380  C35 1.234
37 O -23.618 5.867 -0.466  C34 1.291, H41 1.011
38 O -27.341 5.736 3.475  C30 1.331, H42 1.011
39 H -26.252 3.562 2.351  C29 1.105
40 H -24.655 8.095 0.791  C33 1.076
41 H -23.358 4.898 -0.583  O37 1.011
42 H -27.611 6.707 3.550  O38 1.011
43 C -25.849 10.207 -9.240  C44 1.331, C49 1.430, H53 1.096
44 C -25.578 9.058 -9.855  C43 1.331, C45 1.496, O52 1.309
45 C -24.290 8.336 -9.613  C44 1.496, O46 1.224, C47 1.462
46 O -24.111 7.340 -10.302  C45 1.224
47 C -23.274 8.970 -8.775  C45 1.462, C48 1.337, H54 1.071
48 C -23.643 10.005 -8.013  C47 1.337, C49 1.533, O51 1.318
49 C -24.967 10.740 -8.248  C43 1.430, C48 1.533, O50 1.239
50 O -25.172 11.807 -7.652  C49 1.239
51 O -22.853 10.577 -7.128  C48 1.318, H55 0.950
52 O -26.306 8.422 -10.737  C44 1.309, H56 1.005
53 H -26.773 10.772 -9.410  C43 1.096
54 H -22.341 8.445 -8.747  C47 1.071
55 H -23.291 11.308 -6.709  O51 0.950
56 H -25.857 7.569 -11.022  O52 1.005
57 C -20.370 11.463 -5.420  C58 1.337, C63 1.449, H67 1.047
58 C -19.077 11.288 -5.132  C57 1.337, C59 1.488, O66 1.277
59 C -18.524 11.493 -3.765  C58 1.488, O60 1.196, C61 1.507
60 O -17.398 11.189 -3.502  C59 1.196
61 C -19.531 12.023 -2.777  C59 1.507, C62 1.312, H68 1.070
62 C -20.776 12.313 -3.073  C61 1.312, C63 1.509, O65 1.351
63 C -21.311 11.968 -4.441  C57 1.449, C62 1.509, O64 1.230
64 O -22.478 12.187 -4.758  C63 1.230
65 O -21.742 12.779 -2.253  C62 1.351, H69 0.996
66 O -18.258 10.911 -6.036  C58 1.277, H70 0.972
67 H -20.655 11.137 -6.374  C57 1.047
68 H -19.104 12.188 -1.810  C61 1.070
69 H -22.526 12.894 -2.857  O65 0.996
70 H -17.365 10.706 -5.712  O66 0.972
71 C -29.078 13.616 -2.791  C72 1.338, C77 1.413, H81 1.057
72 C -29.605 14.301 -3.812  C71 1.338, C73 1.508, O80 1.295
73 C -29.051 15.629 -4.263  C72 1.508, O74 1.229, C75 1.464
74 O -29.589 16.231 -5.189  C73 1.229
75 C -27.979 16.198 -3.445  C73 1.464, C76 1.322, H82 1.074
76 C -27.471 15.494 -2.448  C75 1.322, C77 1.487, O79 1.332
77 C -27.937 14.119 -2.127  C71 1.413, C76 1.487, O78 1.236
78 O -27.327 13.561 -1.208  C77 1.236
79 O -26.519 15.962 -1.641  C76 1.332, H83 0.963
80 O -30.648 13.873 -4.449  C72 1.295, H84 0.987
81 H -29.466 12.699 -2.437  C71 1.057
82 H -27.966 17.256 -3.629  C75 1.074
83 H -26.234 15.247 -1.063  O79 0.963
84 H -30.720 14.453 -5.244  O80 0.987
85 C -29.319 10.496 -4.498  C86 1.347, C91 1.447, H95 1.087
86 C -30.324 9.692 -4.100  C85 1.347, C87 1.505, O94 1.332
87 C -31.661 9.758 -4.789  C86 1.505, O88 1.242, C89 1.408
88 O -32.572 9.176 -4.178  C87 1.242
89 C -31.826 10.480 -5.987  C87 1.408, C90 1.423, H96 1.105
90 C -30.739 11.242 -6.498  C89 1.423, C91 1.565, O93 1.339
91 C -29.407 11.323 -5.681  C85 1.447, C90 1.565, O92 1.213
92 O -28.588 12.160 -5.996  C91 1.213
93 O -30.739 12.018 -7.589  C90 1.339, H97 1.011
94 O -30.413 8.934 -3.009  C86 1.332, H98 1.005
95 H -28.403 10.540 -3.912  C85 1.087
96 H -32.726 10.435 -6.627  C89 1.105
97 H -29.824 12.447 -7.572  O93 1.011
98 H -31.299 8.461 -2.979  O94 1.005
99 C -21.596 11.192 1.331  C100 1.301, C105 1.422, H109 1.081
100 C -20.686 12.122 1.315  C99 1.301, C101 1.549, O108 1.288
101 C -21.084 13.569 0.933  C100 1.549, O102 1.210, C103 1.438
102 O -20.185 14.355 0.739  C101 1.210
103 C -22.489 13.876 0.940  C101 1.438, C104 1.339, H110 1.094
104 C -23.372 12.876 1.050  C103 1.339, C105 1.485, O107 1.332
105 C -22.988 11.448 1.190  C99 1.422, C104 1.485, O106 1.204
106 O -23.861 10.624 1.274  C105 1.204
107 O -24.692 13.040 0.956  C104 1.332, H111 0.977
108 O -19.441 11.978 1.612  C100 1.288, H112 0.984
109 H -21.403 10.129 1.368  C99 1.081
110 H -22.770 14.874 0.590  C103 1.094
111 H -25.004 12.120 0.846  O107 0.977
112 H -19.038 12.860 1.445  O108 0.984
113 C -22.575 8.238 -2.888  C114 1.555, H118 1.106, H119 1.118, H120 1.056
114 C -22.176 6.952 -3.667  C113 1.555, C115 1.541, H121 1.098, H122 1.074
115 C -20.729 6.521 -3.356  C114 1.541, C116 1.448, H123 1.097, H124 1.068
116 C -19.815 7.529 -3.851  C115 1.448, N117 1.140
117 N -19.102 8.366 -4.153  C116 1.140
118 H -23.676 8.334 -2.880  C113 1.106
119 H -22.228 9.159 -3.419  C113 1.118
120 H -22.149 8.164 -1.924  C113 1.056
121 H -22.158 7.053 -4.759  C114 1.098
122 H -22.873 6.186 -3.384  C114 1.074
123 H -20.620 5.606 -3.951  C115 1.097
124 H -20.625 6.303 -2.316  C115 1.068
125 C -24.409 16.468 -5.870  C126 1.464, H130 1.128, H131 1.075, H132 1.067
126 C -25.322 15.337 -6.045  C125 1.464, C127 1.496, H133 1.046, H134 1.104
127 C -24.830 14.029 -5.510  C126 1.496, C128 1.460, H135 1.117, H136 1.054
128 C -24.676 13.978 -4.059  C127 1.460, N129 1.163
129 N -24.511 14.064 -2.911  C128 1.163
130 H -24.290 16.714 -4.776  C125 1.128
131 H -24.768 17.395 -6.276  C125 1.075
132 H -23.447 16.317 -6.306  C125 1.067
133 H -25.452 15.181 -7.072  C126 1.046
134 H -26.313 15.643 -5.668  C126 1.104
135 H -23.845 13.716 -5.934  C127 1.117
136 H -25.484 13.232 -5.729  C127 1.054
137 C -26.938 9.051 -1.702  C138 1.540, H142 1.086, H143 1.089, H144 1.067
138 C -25.670 9.897 -1.484  C137 1.540, C139 1.555, H145 1.070, H146 1.075
139 C -25.645 11.078 -2.495  C138 1.555, C140 1.439, H147 1.081, H148 1.093
140 C -25.181 10.577 -3.762  C139 1.439, N141 1.142
141 N -24.696 10.187 -4.720  C140 1.142
142 H -26.949 8.099 -1.179  C137 1.086
143 H -27.101 8.861 -2.762  C137 1.089
144 H -27.810 9.607 -1.441  C137 1.067
145 H -24.768 9.346 -1.650  C138 1.070
146 H -25.713 10.219 -0.460  C138 1.075
147 H -25.035 11.917 -2.191  C139 1.081
148 H -26.659 11.482 -2.540  C139 1.093